Entry 1:
ORCA calculation (ωB97M-V/def2-TZVPD) on C24H29BClF4GeN2O3Rb as an isolated structure.

As for the net charge: 0. As for the total energy: -115730.330 eV. The relative energy (zero: lowest compared OMol25 entry of this formula, charge and spin) comes out at 37.10 kJ/mol.

CARTESIAN COORDINATES (ANGSTROEM)
Rb -0.063 1.283 -2.622
N -2.153 1.838 -4.849
C -3.386 1.188 -4.407
C -4.212 2.043 -3.450
C -3.768 2.120 -1.993
N -2.540 2.892 -1.792
H -2.349 2.629 -5.450
H -1.582 1.191 -5.383
H -3.111 0.249 -3.921
H -4.034 0.915 -5.251
H -5.227 1.634 -3.444
H -4.316 3.057 -3.857
H -3.596 1.106 -1.618
H -4.609 2.524 -1.414
H -2.340 3.007 -0.805
H -2.635 3.819 -2.190
Ge 1.275 -2.051 -0.176
C 2.943 -2.488 -1.035
C 4.181 -2.062 -0.563
C 5.351 -2.487 -1.172
C 5.292 -3.349 -2.259
C 4.062 -3.768 -2.747
C 2.894 -3.336 -2.137
C 1.139 -2.788 1.635
C -0.009 -3.471 2.031
C -0.149 -3.950 3.326
C 0.866 -3.747 4.250
C 2.024 -3.084 3.866
C 2.160 -2.616 2.567
H 0.050 -2.432 -1.012
H 4.240 -1.376 0.277
H 6.310 -2.146 -0.804
H 6.205 -3.685 -2.734
H 4.009 -4.418 -3.610
H 1.938 -3.634 -2.554
H -0.815 -3.637 1.323
H -1.051 -4.477 3.609
H 0.760 -4.108 5.265
H 2.825 -2.936 4.579
H 3.079 -2.113 2.286
F 0.409 0.026 -4.924
B 0.305 -1.120 -4.094
F 1.217 -0.965 -3.013
F 0.563 -2.281 -4.780
F -0.996 -1.126 -3.546
C -2.943 2.995 2.994
C -1.485 3.099 3.322
C -0.957 4.222 3.939
C 0.400 4.299 4.219
Cl 1.032 5.725 4.986
C 1.250 3.266 3.887
C 0.736 2.132 3.269
C -0.619 2.050 2.994
O -1.223 0.968 2.407
C -0.402 0.003 1.808
C 0.331 0.557 0.591
O 1.243 -0.212 0.011
O 0.089 1.660 0.161
H -3.469 3.903 3.286
H -3.407 2.148 3.502
H -3.088 2.838 1.923
H -1.604 5.049 4.200
H 2.307 3.339 4.102
H 1.420 1.337 3.009
H -1.067 -0.795 1.472
H 0.300 -0.449 2.512

Entry 2:
ORCA calculation (ωB97M-V/def2-TZVPD) on the molecule C23H26N2O3.

As for the net charge: 0. As for the total energy: -33396.093 eV. The SMILES is COc1ccccc1CN1C[C@@H](C(=O)NC2(c3ccccc3)CC2)CCC1=O. The relative energy (zero: lowest compared OMol25 entry of this formula, charge and spin) comes out at 226.29 kJ/mol.

CARTESIAN COORDINATES (ANGSTROEM)
C 1.567 -0.922 -2.025
O 0.790 -1.713 -1.162
C 1.166 -1.849 0.132
C 2.296 -1.266 0.693
C 2.596 -1.465 2.030
C 1.773 -2.236 2.826
C 0.644 -2.820 2.272
C 0.331 -2.648 0.935
C -0.871 -3.317 0.327
N -1.710 -2.392 -0.410
C -2.294 -1.339 0.385
C -2.831 -0.158 -0.429
C -1.727 0.826 -0.839
O -1.332 0.990 -1.970
N -1.280 1.558 0.213
C -0.387 2.680 0.102
C 1.037 2.382 0.455
C 1.367 2.097 1.775
C 2.682 1.863 2.134
C 3.680 1.904 1.176
C 3.356 2.166 -0.144
C 2.040 2.403 -0.504
C -0.960 4.010 0.526
C -0.716 3.723 -0.924
C -3.606 -0.695 -1.630
C -2.710 -1.577 -2.486
C -1.953 -2.636 -1.720
O -1.547 -3.644 -2.270
H 2.581 -1.320 -2.133
H 1.611 0.116 -1.682
H 1.057 -0.960 -2.986
H 2.951 -0.656 0.092
H 3.485 -1.012 2.442
H 2.006 -2.390 3.869
H -0.001 -3.431 2.887
H -1.459 -3.811 1.111
H -0.550 -4.067 -0.403
H -1.531 -0.996 1.095
H -3.124 -1.764 0.973
H -3.518 0.403 0.217
H -1.630 1.352 1.136
H 0.591 2.076 2.527
H 2.927 1.657 3.166
H 4.708 1.728 1.456
H 4.130 2.189 -0.897
H 1.788 2.610 -1.534
H -1.980 4.032 0.880
H -0.303 4.703 1.030
H 0.100 4.230 -1.413
H -1.564 3.544 -1.565
H -4.463 -1.269 -1.267
H -3.981 0.136 -2.230
H -1.953 -0.953 -2.967
H -3.281 -2.073 -3.272

Entry 3:
ORCA calculation (ωB97M-V/def2-TZVPD) on an isolated ion of composition C6H10FN3O and charge +2.

As for the net charge: +2. As for the total energy: -15599.249 eV. The SMILES is C[C@]1(F)CCC(=[N+]=C=O)N1[NH3+]. The relative energy (zero: lowest compared OMol25 entry of this formula, charge and spin) comes out at 8.25 kJ/mol.

CARTESIAN COORDINATES (ANGSTROEM)
C 1.501 -0.794 0.669
C 0.092 -0.141 0.760
F 0.005 0.500 1.949
C -1.134 -1.068 0.441
C -2.181 -0.223 -0.380
C -1.333 0.871 -0.880
N -1.474 1.866 -1.808
C -2.354 2.389 -2.505
O -3.053 2.859 -3.230
N -0.119 0.875 -0.277
N 0.900 1.877 -0.529
H 2.350 0.045 0.878
H 1.643 -1.275 -0.248
H 1.600 -1.660 1.399
H -1.606 -1.485 1.411
H -0.681 -1.938 -0.191
H -2.667 0.075 0.595
H -2.832 -0.676 -1.171
H 1.867 1.538 -0.807
H 1.209 2.498 0.336
H 0.595 2.633 -1.213

Entry 4:
ORCA calculation (ωB97M-V/def2-TZVPD) on the molecule C6H10O.

As for the net charge: 0. As for the total energy: -8428.454 eV. The SMILES is C=C(O)[C@H]1C[C@@H]1C. The relative energy (zero: lowest compared OMol25 entry of this formula, charge and spin) comes out at 268.84 kJ/mol.

CARTESIAN COORDINATES (ANGSTROEM)
C -2.142 1.052 0.003
C -1.555 -0.126 -0.282
O -2.143 -1.344 -0.162
C -0.132 -0.036 -0.623
C 0.273 -0.154 0.908
C 1.094 -0.753 -0.145
C 2.374 0.025 -0.350
H -3.200 1.189 -0.117
H -1.530 1.919 0.251
H -2.863 -1.226 0.474
H 0.055 0.821 -1.281
H 0.497 0.763 1.432
H -0.313 -0.861 1.502
H 1.159 -1.829 -0.220
H 3.086 -0.284 0.422
H 2.189 1.099 -0.205
H 2.823 -0.124 -1.332

Entry 5:
ORCA calculation (ωB97M-V/def2-TZVPD) on a 2-piece molecular cluster, C5H6Cl2NO2 overall.

As for the net charge: -1. As for the total energy: -35914.657 eV. The relative energy (zero: lowest compared OMol25 entry of this formula, charge and spin) comes out at 0.00 kJ/mol.

CARTESIAN COORDINATES (ANGSTROEM)
C 2.325 2.275 1.351
C -0.421 0.052 -0.396
C -1.897 0.260 -0.667
C -0.049 -1.361 0.063
C -0.249 -3.170 -1.739
N -0.179 -2.325 -0.940
O 3.356 2.791 1.568
O 1.151 2.344 1.310
Cl -2.883 0.027 0.803
Cl 2.803 0.268 0.734
H 0.123 0.267 -1.319
H -0.061 0.753 0.361
H -2.094 1.274 -1.011
H -2.266 -0.461 -1.403
H 1.005 -1.322 0.372
H -0.666 -1.672 0.913

Entry 6:
ORCA calculation (ωB97M-V/def2-TZVPD) on C15H13N5O4RuS as an isolated structure.

As for the net charge: +2. As for the total energy: -44809.663 eV. The relative energy (zero: lowest compared OMol25 entry of this formula, charge and spin) comes out at 0.00 kJ/mol.

CARTESIAN COORDINATES (ANGSTROEM)
Ru 0.051 0.544 -0.354
O -1.952 -0.205 -3.713
C -1.133 -0.180 -2.855
O -1.401 0.123 -1.559
C 0.341 -0.436 -3.047
C 1.007 -0.849 -4.187
C 2.385 -1.030 -4.108
C 3.069 -0.809 -2.912
C 2.335 -0.399 -1.818
N 1.024 -0.227 -1.927
C 2.816 -0.093 -0.429
O 3.938 -0.095 -0.055
O 1.751 0.169 0.397
H 0.451 -1.021 -5.099
H 2.932 -1.352 -4.984
H 4.138 -0.948 -2.823
C -1.572 0.903 3.652
C -1.097 0.500 2.301
N -0.619 1.294 1.398
N -0.446 2.649 1.597
C -0.055 3.402 0.539
N 0.114 4.694 0.709
S 0.195 2.724 -1.041
C -1.140 -0.918 1.878
C -1.690 -1.920 2.651
C -1.745 -3.212 2.134
C -1.261 -3.451 0.863
C -0.714 -2.396 0.143
N -0.643 -1.168 0.643
H -1.578 1.976 3.818
H -0.951 0.434 4.419
H -2.595 0.551 3.793
H -0.431 3.016 2.539
H -0.096 5.172 1.574
H 0.437 5.260 -0.062
H -2.083 -1.709 3.635
H -2.173 -4.013 2.721
H -1.294 -4.437 0.421
H -0.320 -2.544 -0.854

Entry 7:
ORCA calculation (ωB97M-V/def2-TZVPD) on a 3-piece molecular cluster, C28H47Cl2N3O4 overall.

As for the net charge: 0. As for the total energy: -67496.590 eV. The SMILES is CC(=O)OCCCc1cc(CCCCl)c2c(c1Cl)C(=O)NC2=O.CCN(CC)CC.CCN(CC)CC.

CARTESIAN COORDINATES (ANGSTROEM)
C 8.842 -2.513 2.477
C 7.307 -2.521 1.990
O 6.564 -3.506 2.208
O 6.738 -1.404 1.262
C 7.266 -1.558 -0.106
C 6.524 -0.487 -1.065
C 5.121 -1.030 -1.643
C 3.923 -0.642 -0.667
C 3.109 -1.841 -0.051
C 1.918 -1.514 0.915
C 1.005 -2.688 1.553
C -0.288 -2.798 0.560
C -1.661 -3.059 1.349
Cl -1.909 -4.839 1.718
C 1.557 -0.056 1.273
C 2.403 1.085 0.632
C 3.567 0.858 -0.350
Cl 4.449 2.280 -1.072
C 1.752 2.404 1.246
O 1.916 3.556 0.808
N 0.985 1.937 2.438
C 0.424 0.571 2.197
O -0.658 0.087 2.579
H 9.046 -3.513 2.989
H 9.083 -1.627 3.166
H 9.489 -2.442 1.535
H 7.154 -2.638 -0.465
H 8.372 -1.227 -0.044
H 7.180 -0.207 -1.968
H 6.407 0.469 -0.431
H 5.232 -2.178 -1.710
H 4.912 -0.683 -2.724
H 3.359 -2.931 -0.282
H 0.650 -2.262 2.565
H 1.566 -3.674 1.650
H -0.389 -1.747 0.093
H -0.042 -3.581 -0.232
H -1.773 -2.408 2.282
H -2.508 -2.759 0.623
H 1.660 1.845 3.227
C -5.132 5.164 4.384
C -3.674 4.954 3.992
N -3.456 3.826 3.091
C -2.041 3.488 2.926
C -1.137 4.521 2.259
C -4.239 3.827 1.860
C -4.082 5.019 0.922
H -5.551 4.267 4.846
H -5.205 5.980 5.106
H -5.752 5.437 3.525
H -3.120 4.769 4.920
H -3.283 5.888 3.575
H -1.959 2.542 2.381
H -1.631 3.272 3.920
H -1.285 4.548 1.179
H -0.091 4.253 2.426
H -1.282 5.526 2.658
H -5.299 3.742 2.127
H -4.034 2.908 1.299
H -4.062 5.976 1.449
H -4.927 5.058 0.225
H -3.181 4.941 0.312
C -1.132 -1.022 -3.001
C -1.684 -1.843 -4.160
N -2.577 -2.924 -3.750
C -2.897 -3.847 -4.839
C -3.691 -3.301 -6.025
C -3.708 -2.539 -2.913
C -4.687 -1.512 -3.472
H -0.602 -1.656 -2.284
H -0.425 -0.279 -3.379
H -1.919 -0.478 -2.472
H -0.822 -2.281 -4.677
H -2.166 -1.166 -4.873
H -3.426 -4.715 -4.430
H -1.953 -4.251 -5.223
H -4.747 -3.179 -5.780
H -3.640 -4.009 -6.857
H -3.302 -2.348 -6.387
H -3.318 -2.155 -1.963
H -4.267 -3.437 -2.623
H -4.189 -0.679 -3.974
H -5.281 -1.082 -2.657
H -5.396 -1.962 -4.168

Entry 8:
ORCA calculation (ωB97M-V/def2-TZVPD) on C30H17AgClI2N6O2Se as an isolated structure.

As for the net charge: -1. As for the total energy: -142492.974 eV. The relative energy (zero: lowest compared OMol25 entry of this formula, charge and spin) comes out at 0.00 kJ/mol.

CARTESIAN COORDINATES (ANGSTROEM)
Ag -0.048 -0.376 -0.574
Cl 6.824 2.843 -2.316
C 5.468 1.915 -1.696
C 5.685 0.621 -1.194
C 4.640 -0.109 -0.708
C 3.282 0.384 -0.671
O 2.359 -0.334 -0.212
C 3.104 1.719 -1.201
C 1.837 2.406 -1.257
N 0.695 1.959 -0.885
C -0.408 2.815 -0.900
C -0.373 4.070 -0.345
C -1.532 4.873 -0.268
C -2.729 4.411 -0.726
C -2.810 3.117 -1.301
C -4.027 2.565 -1.766
C -4.038 1.312 -2.297
C -2.818 0.606 -2.387
N -1.674 1.088 -1.987
C -1.653 2.321 -1.415
C 4.207 2.440 -1.697
H 6.689 0.213 -1.198
H 4.797 -1.107 -0.318
H 1.889 3.421 -1.679
H 0.556 4.423 0.087
H -1.466 5.856 0.183
H -3.629 5.009 -0.646
H -4.939 3.145 -1.676
H -4.954 0.846 -2.635
H -2.805 -0.401 -2.788
H 4.045 3.439 -2.087
I -4.666 -3.285 0.274
C -3.482 -2.291 1.674
C -3.617 -2.598 3.028
C -2.835 -1.986 3.974
I -3.108 -2.521 5.982
C -1.868 -1.020 3.588
C -1.010 -0.338 4.483
C -0.096 0.558 4.009
C -0.021 0.779 2.622
N -0.805 0.171 1.771
C -1.729 -0.710 2.212
C -2.554 -1.351 1.167
O -2.401 -1.080 -0.044
H -4.348 -3.336 3.331
H -1.084 -0.540 5.544
H 0.572 1.083 4.680
H 0.720 1.451 2.199
Se 0.231 -3.992 2.030
N 1.179 -5.139 1.060
C 1.302 -4.584 -0.130
C 2.010 -5.137 -1.246
C 2.051 -4.405 -2.379
C 1.383 -3.128 -2.450
N 0.726 -2.582 -1.482
C 0.696 -3.288 -0.299
N 0.092 -2.790 0.755
H 2.495 -6.100 -1.159
H 2.579 -4.762 -3.253
H 1.418 -2.569 -3.380

Entry 9:
ORCA calculation (ωB97M-V/def2-TZVPD) on H18NO12 as an isolated structure.

As for the net charge: -1. As for the total energy: -26332.875 eV. The relative energy (zero: lowest compared OMol25 entry of this formula, charge and spin) comes out at 1984.96 kJ/mol.

CARTESIAN COORDINATES (ANGSTROEM)
N -0.214 0.030 0.013
O 0.244 -0.169 -1.101
O 0.254 0.826 0.758
O -1.292 -0.401 0.412
O 1.498 -1.085 -2.604
H 1.030 -1.579 -3.276
H 1.185 -1.449 -1.776
O -0.531 -1.055 2.539
H -0.787 -1.181 1.626
H 0.183 -0.418 2.503
O -2.827 0.188 -0.870
H -2.217 0.169 -0.132
H -2.732 -0.671 -1.281
O 0.474 0.904 -2.838
H 0.129 0.283 -2.196
H 1.020 1.500 -2.326
O -2.400 1.296 1.093
H -1.632 1.045 0.580
H -2.273 0.871 1.941
O 1.572 2.257 0.167
H 0.947 2.982 0.153
H 1.027 1.472 0.226
O 0.409 0.933 2.615
H 1.000 1.686 2.610
H 0.103 0.861 1.711
O 1.931 -0.712 -0.045
H 1.630 -1.427 0.516
H 1.166 -0.146 -0.144
O 0.342 -2.602 -0.576
H 0.342 -1.649 -0.661
H 0.420 -2.759 0.365

Entry 10:
ORCA calculation (ωB97M-V/def2-TZVPD) on C4H7N as an isolated structure.

As for the net charge: 0. As for the total energy: -5743.705 eV. The relative energy (zero: lowest compared OMol25 entry of this formula, charge and spin) comes out at 744.12 kJ/mol.

CARTESIAN COORDINATES (ANGSTROEM)
C -1.770 -0.579 -0.892
C -1.195 0.072 0.278
C 0.222 0.515 0.075
N 1.162 0.085 0.917
C 2.429 0.428 0.743
H -1.220 -1.138 0.035
H -2.636 -0.286 -1.464
H -1.658 -1.592 -1.290
H -1.566 0.630 1.120
H 0.383 0.975 -0.890
H 2.834 1.199 0.110
H 3.016 -0.308 1.258

Entry 11:
ORCA calculation (ωB97M-V/def2-TZVPD) on C9H21N3OP2Sc as an isolated structure.

As for the net charge: +1. As for the total energy: -55459.434 eV. The relative energy (zero: lowest compared OMol25 entry of this formula, charge and spin) comes out at 38.64 kJ/mol.

CARTESIAN COORDINATES (ANGSTROEM)
Sc -0.206 0.262 -0.434
H 0.356 0.476 1.452
H 1.086 0.358 1.147
P -2.056 1.244 0.956
P 1.706 -0.274 -1.825
C 1.656 -1.969 -2.452
H 2.459 -2.050 -3.200
H 1.816 -2.665 -1.607
H 0.665 -2.169 -2.893
C 1.498 0.837 -3.242
H 1.549 1.883 -2.880
H 2.326 0.588 -3.927
H 0.507 0.649 -3.703
C 3.367 0.001 -1.159
H 3.553 -0.710 -0.335
H 4.064 -0.169 -1.994
H 3.437 1.033 -0.770
C -2.841 2.435 -0.197
H -3.685 2.923 0.315
H -2.096 3.185 -0.511
H -3.201 1.900 -1.092
C -3.407 0.127 1.455
H -3.012 -0.576 2.209
H -4.236 0.730 1.865
H -3.735 -0.446 0.570
C -1.672 2.244 2.439
H -0.894 2.983 2.175
H -2.597 2.745 2.777
H -1.279 1.565 3.217
C -1.040 -1.800 -0.054
O -1.294 -2.935 0.132
H 0.434 1.912 -0.352
N 1.396 -1.701 0.464
C 1.627 -2.398 1.419
N 1.984 -3.223 2.311
C 1.202 -3.398 3.378
N 0.561 -3.597 4.345

Entry 12:
ORCA calculation (ωB97M-V/def2-TZVPD) on C23H22IrN2O7 as an isolated structure.

As for the net charge: +1. As for the total energy: -44350.299 eV. The relative energy (zero: lowest compared OMol25 entry of this formula, charge and spin) comes out at 71.69 kJ/mol.

CARTESIAN COORDINATES (ANGSTROEM)
Ir -0.779 1.962 -0.799
O -1.156 3.823 -1.726
C -2.477 3.899 -2.310
C -3.372 2.916 -1.622
C -4.738 2.973 -1.805
C -5.540 1.998 -1.236
C -4.945 0.996 -0.491
C -3.576 1.000 -0.324
N -2.801 1.949 -0.876
H -0.513 4.058 -2.410
H -2.417 3.649 -3.370
H -2.845 4.917 -2.190
H -5.160 3.773 -2.398
H -6.612 2.023 -1.375
H -5.524 0.211 -0.026
H -3.075 0.268 0.288
O 0.255 -0.128 -3.851
C 0.324 0.667 -2.964
O -0.645 1.582 -2.733
C 1.418 0.706 -1.933
C 2.051 -0.475 -1.583
C 2.918 -0.496 -0.503
C 3.137 0.671 0.210
C 2.557 1.873 -0.130
C 1.695 1.888 -1.224
N 4.039 0.628 1.384
O 4.703 -0.373 1.535
O 4.038 1.599 2.111
H 1.823 -1.377 -2.134
H 3.411 -1.406 -0.191
H 2.792 2.765 0.432
H 1.390 2.862 -1.602
C 2.952 -4.664 1.854
C 1.971 -3.534 1.711
C 1.004 -3.546 0.712
C 0.084 -2.513 0.578
C -0.950 -2.529 -0.518
C 0.146 -1.456 1.482
C 1.094 -1.413 2.504
C 1.133 -0.260 3.472
C 1.999 -2.461 2.598
C -0.791 -0.305 1.300
O -1.857 -0.154 1.837
O -0.246 0.611 0.466
H 2.997 -5.268 0.949
H 2.663 -5.319 2.678
H 3.953 -4.289 2.070
H 0.963 -4.381 0.020
H -0.959 -3.488 -1.032
H -0.754 -1.757 -1.269
H -1.952 -2.359 -0.118
H 1.174 0.699 2.950
H 2.007 -0.324 4.118
H 0.242 -0.253 4.103
H 2.750 -2.438 3.380